Density functional theory data (wB97M-V/def2-TZVPD) for a molecular structure, C12H19N2O in a non-equilibrium geometry.

Atoms and positions in Å:
C1 4.5847 -1.3445 0.3552
C2 3.7915 -0.9410 1.4201
C3 4.2130 -0.9950 -0.9360
C4 2.6509 -0.1997 1.1600
C5 3.0653 -0.2438 -1.1111
C6 1.0129 2.2475 0.6074
C7 -4.9659 -1.3809 0.4458
C8 -4.0572 -0.1578 0.3846
C9 -2.6334 -0.5483 -0.0012
C10 -1.6987 0.6558 -0.1424
C11 -0.2480 0.1533 -0.1885
C12 0.7825 1.2216 -0.4725
N1 2.3219 0.1213 -0.0802
N2 0.9036 1.6388 -1.7315
O1 0.8380 2.0319 1.7677
H1 5.4813 -1.9177 0.5304
H2 4.0528 -1.1835 2.4368
H3 4.8027 -1.2847 -1.7897
H4 2.0111 0.1567 1.9563
H5 2.7334 0.0716 -2.0909
H6 1.3504 3.2272 0.2320
H7 -5.9591 -1.0928 0.7750
H8 -5.0477 -1.8453 -0.5351
H9 -4.5754 -2.1197 1.1425
H10 -4.0411 0.3333 1.3599
H11 -4.4584 0.5547 -0.3396
H12 -2.2434 -1.2233 0.7641
H13 -2.6516 -1.0983 -0.9461
H14 -1.8288 1.3210 0.7113
H15 -1.9476 1.2103 -1.0468
H16 -0.0314 -0.2921 0.7828
H17 -0.1715 -0.6239 -0.9518
H18 1.4290 2.4636 -1.9794
H19 0.5343 1.0837 -2.4889

The spin multiplicity is 1. The largest force on an atom is 1.674 eV/Å. Its LUMO energy is -3.838 eV. As for the net charge: +1. For the HOMO energy, the calculation gives -0.51203 hartree. As for the energy above the lowest of the compared OMol25 structures with the same formula, charge and spin: 0.000 eV.

These are the natural (NBO) partial charges, in e, on atoms 1 to 5: -0.12 -0.21 -0.22 0.05 0.05

=====

Density functional theory data (wB97M-V/def2-TZVPD) for 6 unconnected molecules or ions with the total composition C15H29Br6Cl3O2 in a non-equilibrium geometry.

Atoms and positions in Å:
C1 -0.6762 -1.2598 0.8379
Cl1 -0.4637 -1.9798 -0.8322
Cl2 0.8273 -0.6280 1.3714
Cl3 -1.2346 -2.4538 2.0019
H1 -1.4217 -0.4652 0.8677
C2 -6.0360 -4.2543 0.0138
C3 -6.1751 -5.1973 -1.1893
C4 -7.6074 -5.1139 -1.5985
O1 -8.2864 -4.9189 -0.3318
C5 -7.4480 -4.2672 0.5957
H2 -5.8064 -3.2339 -0.2928
H3 -5.2615 -4.6100 0.6934
H4 -5.9238 -6.2191 -0.9053
H5 -5.5471 -4.8466 -2.0083
H6 -7.9481 -6.0144 -2.1094
H7 -7.8044 -4.2646 -2.2527
H8 -7.4909 -4.8181 1.5353
H9 -7.7119 -3.2503 0.8864
C6 4.2874 4.8939 -0.8009
C7 3.8716 4.6194 0.6450
C8 5.2652 4.6654 1.3747
O2 6.1140 5.4025 0.5882
C9 5.5277 5.7814 -0.6288
H10 3.4808 5.4262 -1.3050
H11 4.4598 3.9624 -1.3400
H12 3.2358 3.7372 0.7199
H13 3.1765 5.3922 0.9730
H14 5.5177 3.6053 1.3519
H15 5.2270 5.1123 2.3681
H16 6.2869 5.6211 -1.3943
H17 5.1897 6.8152 -0.7008
Br1 -4.4248 2.1173 -1.9529
C10 -4.6441 3.4034 -0.4393
C11 -6.1509 3.4056 -0.0504
Br2 -6.7483 1.6790 0.7421
H18 -4.2333 4.3792 -0.6986
H19 -3.9865 3.1470 0.3913
H20 -6.6772 3.6745 -0.9663
H21 -6.4017 4.2110 0.6398
Br3 3.4623 -0.0345 -5.6792
C12 3.3512 -1.9910 -5.2341
C13 4.8310 -2.5017 -5.0684
Br4 4.9554 -3.9729 -3.8492
H22 2.8686 -2.4778 -6.0816
H23 2.7827 -2.1459 -4.3171
H24 5.3925 -1.6530 -4.6778
H25 5.2005 -2.8004 -6.0494
Br5 5.7830 -2.9582 5.2033
C14 4.9782 -1.1833 4.9444
C15 5.1412 -0.2891 6.1841
Br6 4.4954 1.5017 5.5805
H26 3.9727 -1.2378 4.5273
H27 5.6063 -0.8263 4.1282
H28 6.1793 -0.1263 6.4740
H29 4.6422 -0.5598 7.1146

The spin multiplicity is 1. The largest force on an atom is 2.856 eV/Å. Its LUMO energy is 0.218 eV. For the HOMO energy, the calculation gives -0.34932 hartree. As for the energy above the lowest of the compared OMol25 structures with the same formula, charge and spin: 0.000 eV.

These are the natural (NBO) partial charges, in e, on atoms 1 to 5: -0.28 -0.01 0.04 0.02 0.23

=====

Density functional theory data (wB97M-V/def2-TZVPD) for a molecular structure, C8H25N2O5Zn in a non-equilibrium geometry.

Atoms and positions in Å:
Zn1 0.3505 -1.8936 0.6886
O1 2.0318 -2.7675 -0.1001
H1 2.6011 -2.4719 -0.8239
O2 0.3791 -1.8675 2.7320
H2 -0.4845 -1.7015 3.1236
O3 -0.7303 -3.6039 0.4150
H3 -1.6857 -3.5899 0.2973
C1 -3.3538 0.1192 -0.8370
C2 -2.3049 -0.9814 -0.5604
C3 -1.4837 -1.2157 -1.8208
O4 -0.1257 -1.3780 -1.5303
C4 0.7148 -1.1917 -2.6190
N1 -1.4112 -0.5529 0.5416
H4 -4.0316 0.1772 0.0146
H5 -3.9107 -0.0819 -1.7574
H6 -2.8419 1.0777 -0.9490
H7 -2.7940 -1.8563 -0.1430
H8 -1.5874 -0.3325 -2.4744
H9 -1.8898 -2.0971 -2.3356
H10 1.7153 -1.0284 -2.2213
H11 0.4029 -0.3270 -3.2318
H12 0.7403 -2.0651 -3.2831
H13 -1.0141 0.3622 0.3230
H14 -1.9892 -0.4489 1.3682
C5 2.6324 1.4457 2.5930
C6 1.4255 1.0646 1.7442
C7 1.0387 2.2592 0.9277
O5 0.1023 1.8926 -0.0727
C8 -0.1044 2.8860 -1.0267
N2 1.6928 -0.1145 0.8976
H15 2.9177 0.6402 3.2674
H16 2.4418 2.3500 3.1822
H17 3.4956 1.6550 1.9475
H18 0.6346 0.7995 2.4559
H19 1.9503 2.6507 0.4278
H20 0.6767 3.0791 1.5647
H21 -0.5592 3.7921 -0.5896
H22 -0.8471 2.5236 -1.7435
H23 0.8124 3.1458 -1.5675
H24 1.8565 0.2219 -0.0490
H25 2.5360 -0.5748 1.2242

The spin multiplicity is 1. The largest force on an atom is 2.452 eV/Å. Its LUMO energy is 2.565 eV. As for the net charge: -1. For the HOMO energy, the calculation gives -0.11717 hartree. As for the energy above the lowest of the compared OMol25 structures with the same formula, charge and spin: 0.000 eV.

These are the natural (NBO) partial charges, in e, on atoms 1 to 5: 1.74 -1.32 0.40 -1.33 0.41

=====

Density functional theory data (wB97M-V/def2-TZVPD) for a molecular structure, C32H93F6N28O22S2 in a non-equilibrium geometry.

Atoms and positions in Å:
C1 2.4219 -0.7206 2.6028
F1 3.0717 0.1934 1.8805
F2 2.6414 -1.9036 2.0035
F3 2.8414 -0.6890 3.8066
S1 0.5567 -0.4933 2.7460
O1 0.2055 -1.2431 3.9306
O2 0.3748 0.9742 2.7809
N1 -0.0018 -1.2203 1.4091
S2 -1.2130 -0.6004 0.6208
O3 -2.2504 -1.5760 0.5236
O4 -1.5395 0.7391 1.0567
C2 -0.6470 -0.2924 -1.1396
F4 -0.6025 -1.3689 -1.8732
F5 -1.4748 0.5984 -1.7792
F6 0.5474 0.2123 -1.0508
C3 2.6345 4.2346 4.1451
O5 2.5280 4.2467 5.4196
N2 2.3520 5.3561 3.3688
N3 2.8981 3.0872 3.4730
H1 1.9549 6.0784 3.9364
H2 1.8119 5.2891 2.4792
H3 2.7323 3.1854 2.4685
H4 2.5497 2.2075 3.8012
C4 -3.0690 2.1249 3.9660
O6 -2.7844 3.2793 3.5775
N4 -4.3856 1.8199 4.0447
N5 -2.1867 1.1235 4.4206
H5 -4.7835 0.9431 4.2266
H6 -4.9839 2.5579 3.6009
H7 -1.1812 1.3159 4.2146
H8 -2.2973 0.1446 4.1726
C5 -5.9835 3.2778 1.2249
O7 -6.1203 3.6989 2.3484
N6 -4.7041 2.9474 0.7838
N7 -7.0246 3.1560 0.3272
H9 -4.5653 2.2453 0.0815
H10 -4.0912 3.0956 1.5608
H11 -7.8034 2.9728 0.9210
H12 -6.9154 2.6292 -0.5141
C6 3.6867 -4.2077 -1.0409
O8 3.9464 -5.4434 -1.0672
N8 2.4233 -3.7805 -0.8051
N9 4.6148 -3.2395 -1.2565
H13 2.0967 -2.8377 -0.8295
H14 1.7270 -4.4705 -0.9019
H15 5.5344 -3.5390 -1.3369
H16 4.4342 -2.3472 -0.8236
C7 5.1052 2.9239 1.0556
O9 4.0864 3.3698 0.5876
N10 5.6418 1.6946 0.6107
N11 5.7560 3.6620 2.0756
H17 6.3711 1.2583 1.2572
H18 4.9056 1.2266 0.0902
H19 5.3783 4.5649 2.2363
H20 6.3420 3.1218 2.6535
C8 0.6047 3.9753 1.0725
O10 1.1913 5.0640 0.9737
N12 -0.6856 3.8702 1.4704
N13 1.2469 2.8626 0.7082
H21 -1.0991 2.9515 1.7808
H22 -1.1651 4.7145 1.7939
H23 0.9093 1.9845 1.0505
H24 2.2275 2.9855 0.3627
C9 -0.0296 5.2409 -2.9372
O11 -0.2570 5.3071 -4.1392
N14 -0.9437 4.8614 -2.0036
N15 1.1659 5.5423 -2.3793
H25 -1.9546 4.9208 -2.2938
H26 -0.6580 4.5113 -1.1049
H27 1.3363 5.5871 -1.3965
H28 1.8416 5.8419 -3.0184
C10 3.9089 2.1943 6.9862
O12 4.6278 1.1556 6.8743
N16 4.4740 3.4161 7.2496
N17 2.5933 2.2048 6.9498
H29 4.1292 4.3616 6.9741
H30 5.4463 3.2533 7.3816
H31 2.2913 1.3620 6.5307
H32 2.0134 3.0163 6.9388
C11 1.6455 2.5076 -4.9408
O13 2.4793 1.6845 -4.7480
N18 0.2594 2.2326 -4.9198
N19 1.8303 3.8376 -5.1826
H33 -0.3192 2.9183 -4.4974
H34 0.0208 1.3063 -4.6395
H35 1.0939 4.5118 -5.1017
H36 2.8010 4.2015 -5.1717
C12 6.8677 0.5220 4.0414
O14 7.4198 0.9414 2.9997
N20 5.5185 0.6138 4.2790
N21 7.6197 0.0029 5.0781
H37 4.9345 1.1984 3.7582
H38 5.2451 0.3392 5.1937
H39 8.5093 -0.3182 4.7758
H40 7.2667 -0.3963 5.9963
C13 3.4313 -5.7647 2.9782
O15 3.1715 -6.2008 4.0893
N22 3.5482 -4.4007 2.7152
N23 3.6547 -6.6381 1.8803
H41 3.3613 -4.0594 1.7768
H42 3.0861 -3.8660 3.4419
H43 3.6567 -6.1618 0.9762
H44 3.2535 -7.5374 1.9560
C14 3.3050 -0.3121 -2.1362
O16 3.3530 -0.8869 -1.0960
N24 3.3234 -0.9687 -3.4264
N25 3.5262 1.0647 -2.1891
H45 2.6986 -1.8083 -3.3936
H46 3.0808 -0.3753 -4.2387
H47 3.3053 1.4641 -3.0917
H48 3.9073 1.6138 -1.4182
C15 5.0356 -8.5709 -5.4372
O17 3.7271 -8.2307 -5.0549
C16 3.7228 -6.9476 -4.5319
C17 2.2841 -6.7308 -4.0813
N26 1.9014 -7.5740 -3.0071
C18 0.4675 -7.6893 -2.8166
C19 -0.4564 -6.5118 -2.5183
O18 -0.0380 -5.7223 -1.4134
C20 -0.8879 -4.6510 -1.1474
H49 5.3055 -8.0724 -6.4007
H50 5.1649 -9.6615 -5.4438
H51 5.7443 -8.2073 -4.7507
H52 3.9999 -6.1172 -5.1401
H53 4.3459 -6.8507 -3.5957
H54 1.6927 -7.0204 -4.9495
H55 2.0841 -5.6324 -3.8925
H56 2.4312 -7.4518 -2.1746
H57 0.3028 -8.4445 -2.1010
H58 0.1151 -8.1013 -3.7667
H59 -1.4853 -6.9142 -2.3557
H60 -0.5249 -5.8268 -3.3749
H61 -0.9535 -3.9216 -2.0209
H62 -0.5285 -4.0444 -0.3260
H63 -1.9719 -5.0185 -1.0539
C21 -2.7940 8.5349 -4.3539
O19 -3.6711 7.5888 -3.8027
C22 -3.3443 7.3726 -2.4202
C23 -4.3631 6.4799 -1.7375
N27 -4.1897 5.0954 -2.0946
C24 -4.7119 4.7482 -3.3969
C25 -4.4590 3.2711 -3.6710
O20 -5.4526 2.4759 -2.9759
C26 -5.6411 1.2191 -3.5487
H64 -2.5978 9.4469 -3.6382
H65 -3.2750 8.8815 -5.2676
H66 -1.8235 8.0271 -4.5316
H67 -3.4284 8.3263 -1.9307
H68 -2.2929 7.0769 -2.2379
H69 -5.3662 6.9114 -1.8550
H70 -4.1716 6.4222 -0.6622
H71 -4.6272 4.5678 -1.3522
H72 -4.2331 5.3596 -4.0788
H73 -5.7458 5.0484 -3.5572
H74 -3.4666 3.0506 -3.1731
H75 -4.4286 3.0400 -4.7228
H76 -6.3030 1.2871 -4.3952
H77 -6.1422 0.5458 -2.7894
H78 -4.7446 0.6053 -3.7396
C27 -7.2266 -0.8490 -0.3857
O21 -6.7352 -2.0660 0.0575
C28 -5.3250 -2.1996 -0.1040
C29 -4.8671 -3.5704 0.2504
N28 -5.3486 -3.9953 1.5290
C30 -5.1449 -5.4166 1.7248
C31 -3.9109 -5.7955 2.5441
O22 -2.6977 -5.4282 1.8811
C32 -1.7574 -4.9396 2.7524
H79 -6.6990 0.0033 -0.0069
H80 -8.2717 -0.8125 -0.1050
H81 -7.2791 -0.8531 -1.5044
H82 -4.9117 -1.4134 0.4851
H83 -5.0244 -1.9964 -1.1719
H84 -3.7812 -3.5218 0.2714
H85 -5.1994 -4.2776 -0.5301
H86 -6.3583 -3.8837 1.4960
H87 -5.1623 -6.0035 0.7887
H88 -5.8600 -5.8331 2.4114
H89 -3.8683 -6.8767 2.8119
H90 -3.9333 -5.3327 3.5256
H91 -1.5012 -5.6570 3.5512
H92 -2.1152 -4.0411 3.2087
H93 -0.8607 -4.7444 2.1646

The spin multiplicity is 1. The largest force on an atom is 4.814 eV/Å. Its LUMO energy is 1.905 eV. As for the net charge: -1. For the HOMO energy, the calculation gives -0.24727 hartree.

These are the Mulliken partial charges, in e, on atoms 1 to 5: -0.05 0.09 0.10 -0.19 0.65